Here is C4H5N in the gas phase in a non-equilibrium geometry from the OMol25 dataset. Energies are from wB97M-V/def2-TZVPD.

Element x y z (Å)
1 C 0.43 -1.03 0.34
2 C -0.93 -0.68 0.23
3 C -1.02 0.62 -0.20
4 N 0.30 1.09 -0.35
5 C 1.16 0.08 0.01
6 H 0.83 -1.99 0.60
7 H -1.77 -1.33 0.42
8 H -1.94 1.03 -0.61
9 H 0.70 2.01 -0.49
10 H 2.23 0.22 0.05

Kohn-Sham gap (Eh): 0.34691
SMILES: c1cc[nH]c1
Net charge: 0
Molecular weight (g/mol): 67.09
HOMO (eV): -8.33
Relative energy (zero: lowest compared OMol25 entry of this formula, charge and spin) (kcal/mol): 5.4



Here is 3 unconnected molecules or ions with the total composition C26H44F2N3O7P in a non-equilibrium geometry from the OMol25 dataset. Energies are from wB97M-V/def2-TZVPD.

Element x y z (Å)
1 C -1.42 -3.61 -0.06
2 P -2.33 -2.84 -1.57
3 C -4.10 -3.57 -1.60
4 C -1.56 -3.49 -3.18
5 C -0.62 -4.75 -3.28
6 C -0.05 -5.26 -4.66
7 C 0.87 -6.56 -4.79
8 C 1.60 -7.01 -3.44
9 O 1.70 -8.23 -3.15
10 F 2.22 -6.11 -2.50
11 C -0.43 -4.47 -5.99
12 C 0.05 -4.91 -7.46
13 C -1.20 -5.70 -8.12
14 F -1.19 -7.06 -7.59
15 C -1.35 -3.22 -5.86
16 C -1.92 -2.72 -4.49
17 C -2.85 -1.46 -4.78
18 O -3.77 -0.95 -4.10
19 N -2.37 -1.02 -6.14
20 C -1.95 -2.22 -6.94
21 O -2.13 -2.31 -8.18
22 H -1.51 -2.86 0.81
23 H -2.00 -4.58 0.18
24 H -0.32 -3.80 -0.33
25 H -4.62 -3.53 -0.59
26 H -3.99 -4.65 -2.02
27 H -4.69 -3.00 -2.42
28 H -0.35 -5.37 -2.35
29 H 1.65 -6.51 -5.63
30 H 0.16 -7.44 -5.07
31 H 0.97 -5.59 -7.39
32 H 0.30 -3.95 -8.04
33 H -1.16 -5.71 -9.26
34 H -2.16 -5.21 -7.70
35 H -1.54 -0.42 -5.96
36 C -1.41 -1.42 4.24
37 O -0.41 -1.53 3.25
38 C -0.39 -0.42 2.34
39 C 0.89 0.39 2.51
40 N 0.90 1.11 3.79
41 C 2.19 1.71 4.11
42 C 3.37 0.75 4.37
43 O 3.22 -0.04 5.54
44 C 2.50 -1.25 5.34
45 H -1.43 -2.34 4.82
46 H -1.19 -0.59 4.93
47 H -2.40 -1.27 3.79
48 H -1.28 0.21 2.44
49 H -0.41 -0.85 1.33
50 H 0.98 1.11 1.69
51 H 1.74 -0.31 2.45
52 H 0.65 0.46 4.53
53 H 2.04 2.30 5.02
54 H 2.47 2.41 3.32
55 H 4.26 1.37 4.54
56 H 3.60 0.13 3.50
57 H 2.64 -1.67 4.34
58 H 1.44 -1.10 5.54
59 H 2.86 -1.98 6.07
60 C -1.66 6.25 4.20
61 O -1.36 7.04 3.06
62 C -0.44 8.10 3.33
63 C 0.88 7.85 2.60
64 N 1.61 6.72 3.19
65 C 2.76 6.29 2.40
66 C 2.48 5.69 1.01
67 O 1.78 4.45 1.06
68 C 0.37 4.56 1.11
69 H -2.45 5.55 3.94
70 H -0.78 5.68 4.52
71 H -2.02 6.88 5.03
72 H -0.28 8.24 4.41
73 H -0.89 9.01 2.94
74 H 1.50 8.75 2.66
75 H 0.65 7.66 1.55
76 H 0.97 5.94 3.29
77 H 3.28 5.52 2.99
78 H 3.46 7.12 2.29
79 H 3.44 5.47 0.55
80 H 1.97 6.40 0.34
81 H 0.00 5.45 0.58
82 H 0.03 4.57 2.15
83 H -0.06 3.68 0.63

Kohn-Sham gap (Eh): 0.26054
SMILES: CP(C)c1cc(CC(=O)F)c(CCF)c2c1C(=O)NC2=O.COCCNCCOC.COCCNCCOC
Net charge: 0
Molecular weight (g/mol): 579.62
HOMO (eV): -8.35
Relative energy (zero: lowest compared OMol25 entry of this formula, charge and spin) (kcal/mol): 148.5



Here is a molecular structure, C16H20N2OPtSeSi in a non-equilibrium geometry from the OMol25 dataset. Energies are from wB97M-V/def2-TZVPD.

Element x y z (Å)
1 Pt 0.53 0.35 -0.60
2 O 0.17 1.54 -2.92
3 C -1.01 2.30 -2.80
4 C -1.26 2.65 -1.35
5 C -2.39 3.37 -0.98
6 C -2.55 3.77 0.34
7 C -1.55 3.45 1.25
8 C -0.47 2.72 0.82
9 N -0.33 2.28 -0.44
10 H 0.28 1.22 -3.81
11 H -1.88 1.77 -3.20
12 H -0.89 3.25 -3.35
13 H -3.12 3.62 -1.73
14 H -3.42 4.34 0.64
15 H -1.60 3.79 2.28
16 H 0.34 2.47 1.49
17 C 4.92 -1.46 1.79
18 Si 3.16 -0.74 1.65
19 C 3.05 0.78 2.82
20 C 1.83 -2.04 2.04
21 Se 2.86 -0.08 -0.54
22 H 5.14 -1.75 2.82
23 H 5.66 -0.73 1.48
24 H 5.04 -2.34 1.17
25 H 3.49 0.55 3.79
26 H 2.02 1.08 2.98
27 H 3.59 1.62 2.40
28 H 2.00 -2.53 2.99
29 H 1.82 -2.80 1.26
30 H 0.84 -1.59 2.06
31 N -4.45 -5.06 -1.65
32 C -3.69 -4.21 -1.50
33 C -2.75 -3.17 -1.32
34 C -1.43 -3.34 -1.74
35 C -0.50 -2.34 -1.53
36 C -0.85 -1.15 -0.88
37 C -2.19 -0.98 -0.51
38 C -3.13 -1.97 -0.72
39 H -1.14 -4.27 -2.22
40 H 0.52 -2.50 -1.85
41 H -2.51 -0.06 -0.03
42 H -4.15 -1.83 -0.40

Kohn-Sham gap (Eh): 0.23571
Net charge: 0
Molecular weight (g/mol): 558.47
HOMO (eV): -7.45



Here is a gas-phase ion, C4H7INO (charge +1) in a non-equilibrium geometry from the OMol25 dataset. Energies are from wB97M-V/def2-TZVPD.

Element x y z (Å)
1 N -0.17 1.64 -0.06
2 C -0.65 0.18 0.03
3 I -2.75 0.12 0.05
4 C 0.13 -0.64 1.16
5 C 0.97 -1.33 -0.01
6 O 1.99 -1.94 -0.14
7 C 0.06 -0.59 -1.09
8 H -0.67 2.08 0.76
9 H -0.58 2.13 -0.85
10 H 0.84 1.50 0.14
11 H -0.38 -1.32 1.77
12 H 0.92 -0.11 1.76
13 H 0.69 -0.26 -1.92
14 H -0.39 -1.46 -1.61

Kohn-Sham gap (Eh): 0.34933
SMILES: [NH3+]C1(I)CC(=O)C1
Net charge: +1
Molecular weight (g/mol): 212.01
HOMO (eV): -13.61
Relative energy (zero: lowest compared OMol25 entry of this formula, charge and spin) (kcal/mol): 29.8



Here is 2 unconnected molecules or ions with the total composition C8H12N2OS in a non-equilibrium geometry from the OMol25 dataset. Energies are from wB97M-V/def2-TZVPD.

Element x y z (Å)
1 C 2.95 2.05 -0.55
2 C 2.94 1.06 0.35
3 C 1.76 2.38 -1.25
4 C 1.76 0.42 0.69
5 C 0.56 1.67 -1.10
6 C 0.66 0.63 -0.09
7 C -2.57 -0.98 -0.83
8 C -0.77 -2.63 -0.08
9 N -2.40 0.45 1.77
10 N -1.79 -1.63 0.32
11 O -0.39 -1.00 2.29
12 S -1.20 -0.38 1.30
13 H 3.87 2.43 -0.93
14 H 3.97 1.01 0.86
15 H 1.74 3.37 -1.62
16 H 1.75 -0.40 1.44
17 H -0.42 1.97 -1.44
18 H -2.75 0.03 -0.30
19 H -2.13 -0.93 -1.88
20 H -3.55 -1.52 -0.88
21 H -1.22 -3.19 -0.87
22 H 0.06 -2.23 -0.70
23 H -0.42 -3.22 0.74
24 H -2.40 0.63 2.77

Kohn-Sham gap (alpha / beta) (Eh): 0.30104 / 0.30114
Net charge: 0
Molecular weight (g/mol): 184.26
HOMO (alpha / beta) (eV): -8.75 / -8.74
Relative energy (zero: lowest compared OMol25 entry of this formula, charge and spin) (kcal/mol): 147.2



Here is a molecular structure, C6H14N3O6P2S5SbY from the OMol25 dataset. Energies are from wB97M-V/def2-TZVPD.

Element x y z (Å)
1 Y -0.04 -0.48 -0.19
2 S -2.36 -1.66 0.75
3 Sb -3.02 -0.36 -1.12
4 S -1.88 1.64 -0.54
5 S -1.36 -1.22 -2.59
6 S -5.15 -0.31 -1.81
7 N 1.58 -1.24 -3.56
8 C 2.81 -1.13 -2.71
9 C 4.03 -1.39 -3.58
10 P 2.87 0.46 -1.82
11 O 3.20 1.47 -3.05
12 O 1.46 0.74 -1.36
13 O 3.98 0.40 -0.84
14 P 2.63 -2.48 -1.44
15 O 4.02 -2.40 -0.67
16 O 2.46 -3.73 -2.20
17 O 1.51 -2.01 -0.51
18 H 1.67 -0.71 -4.42
19 H 0.70 -0.92 -3.09
20 H 1.44 -2.24 -3.78
21 H 4.07 -0.67 -4.41
22 H 4.01 -2.41 -3.97
23 H 4.93 -1.27 -2.99
24 H 3.48 2.34 -2.73
25 H 4.18 -1.47 -0.40
26 C -0.71 -1.25 4.83
27 N -1.48 -0.26 4.09
28 C -2.82 0.02 4.27
29 C -3.17 0.90 3.31
30 N -2.04 1.16 2.58
31 C -1.02 0.42 3.03
32 S 0.58 0.34 2.42
33 H -1.28 -1.55 5.70
34 H 0.24 -0.82 5.13
35 H -0.52 -2.11 4.20
36 H -3.40 -0.44 5.05
37 H -4.12 1.34 3.07
38 H -2.03 1.57 1.63

Kohn-Sham gap (Eh): 0.27284
Net charge: -1
Molecular weight (g/mol): 657.14
HOMO (eV): -5.07
Relative energy (zero: lowest compared OMol25 entry of this formula, charge and spin) (kcal/mol): 1.3



What is the molecular weight in the sixth record?
657.14 g/mol



The highest net charge belongs to which entry?
C4H7INO